Entry w
A 2-piece molecular cluster, CH2NO2 overall, computed with ωB97M-V/def2-TZVPD.

For the molecular weight, the calculation gives 60.03 g/mol. As for the LUMO energy: 0.1693 Ha. Its charge is -1. The calculation puts the HOMO-LUMO gap at 7.8 eV.

Last columns: bonded neighbours and bond lengths (Å).
Positions of all 6 atoms, in Å:
1 O -1.08 -1.54 -0.45  C5 1.196
2 O -1.31 0.46 0.55  C5 1.201
3 H 0.88 0.83 0.71  N6 1.036
4 H 1.15 0.61 -0.84  N6 0.968
5 C -0.78 -0.48 0.02  O1 1.196, O2 1.201
6 N 1.14 0.13 0.00  H3 1.036, H4 0.968



Entry x
A 2-piece molecular cluster, CH2NO2 overall, computed with ωB97M-V/def2-TZVPD.

For the molecular weight, the calculation gives 60.03 g/mol. As for the LUMO energy: 0.1571 Ha. Its charge is -1. The calculation puts the HOMO-LUMO gap at 8.5 eV.

Last columns: bonded neighbours and bond lengths (Å).
Positions of all 6 atoms, in Å:
1 H 0.41 -1.38 2.39  O5 0.966
2 N -0.59 -0.18 0.18  C3 1.192, H6 1.196
3 C -0.49 0.37 -0.87  N2 1.192, O4 1.193
4 O -0.32 0.92 -1.92  C3 1.193
5 O 1.07 -0.81 1.96  H1 0.966
6 H 0.29 -0.42 0.96  N2 1.196



Relative energy table, unit eV: entry w 0.578; entry x 0.000



Entry w
A 5-piece molecular cluster, C2H14N2O4 overall, computed with ωB97M-V/def2-TZVPD.

For the molecular weight, the calculation gives 130.14 g/mol. As for the LUMO energy: -0.1977 Ha. The calculation puts the HOMO-LUMO gap at 3.6 eV.

Last columns: bonded neighbours and bond lengths (Å).
Positions of all 22 atoms, in Å:
1 H -1.54 -1.89 -0.18  C10 1.130
2 H 1.04 2.52 2.59  O7 0.969
3 H -1.00 -1.91 -2.04  C10 1.180
4 O 1.49 -1.46 0.66  H17 1.074, H21 0.971
5 H 0.93 1.92 0.58  O15 1.056
6 C -1.63 0.56 0.18  N11 1.535, H12 1.126, N13 1.497, H14 1.119
7 O 0.53 2.09 1.90  H2 0.969
8 H -0.10 0.17 -1.04  N11 1.085
9 H -2.65 -1.33 -1.42  C10 1.105
10 C -1.57 -1.36 -1.17  H1 1.130, H3 1.180, H9 1.105, N11 1.387
11 N -1.16 -0.04 -1.15  C6 1.535, H8 1.085, C10 1.387
12 H -1.32 1.64 0.10  C6 1.126
13 N -1.10 0.07 1.49  C6 1.497, H16 1.060, H18 1.084
14 H -2.75 0.54 0.24  C6 1.119
15 O 1.17 1.61 -0.41  H5 1.056, H22 0.969
16 H -0.16 -0.39 1.31  N13 1.060
17 H 1.41 -1.37 -0.41  O4 1.074
18 H -0.72 0.85 2.14  N13 1.084
19 O 1.24 -1.51 -1.74  H20 0.994
20 H 2.11 -1.94 -1.96  O19 0.994
21 H 2.28 -1.95 0.96  O4 0.971
22 H 2.05 1.97 -0.62  O15 0.969



Entry x
A 5-piece molecular cluster, C2H14N2O4 overall, computed with ωB97M-V/def2-TZVPD.

For the molecular weight, the calculation gives 130.14 g/mol. As for the LUMO energy: 0.0235 Ha. The structure (SMILES) is C/N=C\N.O.O.O.O. The calculation puts the HOMO-LUMO gap at 9.6 eV.

Last columns: bonded neighbours and bond lengths (Å).
Positions of all 22 atoms, in Å:
1 O -1.45 0.43 -2.79  H4 0.962, H16 0.973
2 H -2.69 -1.14 1.79  O5 0.963
3 H -3.09 0.94 0.02  O19 0.956
4 H -1.40 1.39 -2.77  O1 0.962
5 O -1.76 -1.35 1.93  H2 0.963, H22 0.964
6 O 1.52 -0.95 2.61  H7 0.966, H21 0.963
7 H 1.42 -0.89 1.65  O6 0.966
8 N 1.27 1.51 0.65  C12 1.365, H13 0.998, H20 1.001
9 H -0.38 0.28 0.57  C12 1.081
10 H 2.19 -0.02 -2.56  C11 1.094
11 C 2.24 -0.11 -1.47  H10 1.094, H14 1.092, N15 1.453, H17 1.094
12 C 0.55 0.49 0.08  N8 1.365, H9 1.081, N15 1.285
13 H 0.84 2.13 1.31  N8 0.998
14 H 2.84 -1.01 -1.29  C11 1.092
15 N 0.89 -0.20 -0.95  C11 1.453, C12 1.285
16 H -0.57 0.09 -2.56  O1 0.973
17 H 2.83 0.73 -1.11  C11 1.094
18 H -2.20 0.29 -1.26  O19 0.974
19 O -2.38 0.39 -0.31  H3 0.956, H18 0.974
20 H 2.23 1.66 0.41  N8 1.001
21 H 0.89 -1.63 2.86  O6 0.963
22 H -1.76 -2.31 1.98  O5 0.964



Relative energy table, unit eV: entry w 8.738; entry x 0.000